Entry 1:
Formula: C19H62N2O13
Source: OMol25
Level of theory: ωB97M-V with the def2-TZVPD basis set

XYZ file:
```
96
Properties=species:S:1:pos:R:3
C 5.1669 -1.2265 12.5171
O 6.2157 -2.0848 12.8842
C 6.7480 -1.7265 14.1510
C 8.0686 -2.4053 14.4604
C 7.9013 -3.9397 14.3703
N 8.5041 -2.0987 15.8282
H 4.9272 -1.2769 11.4572
H 5.4394 -0.1782 12.7044
H 4.2790 -1.3957 13.1370
H 6.8165 -0.6378 14.2594
H 6.0380 -2.0593 14.9196
H 8.8025 -2.0799 13.7100
H 6.9354 -4.2010 14.8089
H 8.6554 -4.5013 14.9159
H 7.8433 -4.2219 13.3181
H 9.3823 -2.5713 16.0184
H 8.7630 -1.1135 15.8684
C 13.3214 6.6767 9.6819
O 13.0749 5.2919 9.6543
C 12.7880 4.8066 10.9642
C 12.5274 3.3101 10.8291
C 11.5877 2.9557 9.6727
N 12.0140 2.8107 12.1205
H 12.4946 7.2671 10.0851
H 13.6273 6.9895 8.6835
H 14.2062 6.9438 10.2772
H 13.5427 4.9718 11.7351
H 11.8452 5.2919 11.2492
H 13.4412 2.7543 10.6022
H 11.2852 1.9108 9.7330
H 12.0793 3.1321 8.7154
H 10.6816 3.5710 9.6727
H 11.7533 1.8241 11.9800
H 11.0829 3.1909 12.2921
O 8.8264 3.2378 17.6721
C 10.1358 2.7044 17.5517
C 10.0438 1.1981 17.4853
O 9.6809 0.7194 16.1815
H 8.8856 4.1648 17.9178
H 10.5953 3.0971 16.6373
H 10.7765 2.9752 18.3985
H 9.3735 0.7580 18.2255
H 11.0458 0.7851 17.6160
H 8.8782 1.1837 15.9108
O 13.6212 0.5850 13.4000
C 12.5594 -0.1946 13.9744
C 11.7863 -0.8938 12.8459
O 11.2871 0.0584 11.9097
H 13.1700 1.3413 12.9715
H 13.0592 -0.9618 14.5614
H 11.8704 0.4095 14.5654
H 10.9616 -1.5172 13.2103
H 12.4479 -1.5525 12.2707
H 10.7339 -0.4021 11.2651
C 17.0904 1.1404 13.4807
O 16.0935 1.3576 12.4951
H 16.7249 0.3841 14.1812
H 18.0004 0.8125 12.9788
H 17.2988 2.0539 14.0459
H 15.2311 1.0738 12.8412
C 15.2101 -2.0419 16.5168
O 16.1866 -1.7247 17.4987
H 14.8496 -1.1534 16.0096
H 15.6937 -2.7122 15.7921
H 14.4113 -2.6836 16.9021
H 16.3209 -2.4913 18.0589
C 15.3403 -2.4368 12.6715
O 14.8314 -3.6262 12.1290
H 15.7038 -1.7864 11.8636
H 14.5959 -1.8732 13.2419
H 16.2237 -2.5885 13.2915
H 14.1150 -3.4574 11.5026
C 8.5569 -0.6903 10.1962
O 9.7767 -1.1818 9.7051
H 8.3905 0.3812 10.0086
H 7.6955 -1.1025 9.6557
H 8.4354 -0.8530 11.2655
H 9.7843 -1.2316 8.7475
C 14.3778 -0.7268 9.7968
O 15.6186 -0.0865 10.0166
H 13.5429 -0.1472 10.1908
H 14.3115 -0.8264 8.7110
H 14.3380 -1.7405 10.2117
H 15.6823 0.2758 10.9146
C 11.1795 -3.7835 10.8096
O 12.5006 -3.2985 10.4416
H 10.5735 -3.6123 9.9254
H 11.3766 -4.8050 11.1371
H 10.8076 -3.1990 11.6463
H 12.6895 -3.6478 9.5667
C 11.7967 -4.5391 14.6471
O 11.3316 -3.8050 15.7882
H 12.7211 -4.0714 14.3080
H 11.9433 -5.6013 14.8459
H 11.0515 -4.4276 13.8513
H 10.7603 -4.4543 16.2149
```

As for the net charge: 0. The total energy is -1848.529219 hartree. As for the energy above the lowest of the compared OMol25 structures with the same formula, charge and spin: 0.0 kcal/mol. As for the SMILES: COC[C@H](C)N.COC[C@H](C)N.OCCO.OCCO.CO.CO.CO.CO.CO.CO.CO. The calculation puts the orbital gap at 9.54 eV. As for the spin multiplicity: 1. Its strongest force on any atom is 2.1 eV/A.

Entry 2:
Formula: C19H62N4O10
Source: OMol25
Level of theory: ωB97M-V with the def2-TZVPD basis set

XYZ file:
```
95
Properties=species:S:1:pos:R:3
C -2.3580 -2.4915 2.8131
C -1.1344 -1.8756 2.0386
C -0.8283 -0.4021 2.4458
O 0.0542 -2.6097 2.3921
H -2.0472 -2.6200 3.8499
H -2.5517 -3.5159 2.4949
H -3.2382 -1.8557 2.7175
H -1.3813 -1.8418 0.9774
H -0.2657 -0.4019 3.3794
H -1.6896 0.2239 2.6792
H -0.2075 0.0705 1.6846
H -0.0612 -2.6808 3.3424
O 3.5902 -0.8789 1.1013
H 2.8456 -1.0532 1.6770
H 4.3591 -1.0324 1.6503
O 0.6550 2.1471 -0.7337
H 1.1895 1.4333 -0.3860
H -0.2423 1.9121 -0.4974
O 1.5808 -1.2621 1.4560
H 1.6426 -2.1829 1.2019
H 0.8958 -1.2429 2.1242
O 1.2159 0.1312 -0.1250
H 1.3688 -0.3169 0.7069
H 0.9187 -0.5588 -0.7181
O 2.9606 1.1286 -0.7693
H 2.2298 0.5498 -0.5522
H 3.5224 1.1069 0.0054
C -0.2315 -2.3026 -5.3279
C 0.5441 -1.0501 -5.6943
C 1.1190 -0.2581 -4.5156
O 0.1152 0.3182 -3.7051
C 0.7154 0.9840 -2.6346
N 1.4516 -1.3883 -6.8490
H -1.1207 -2.0385 -4.7554
H 0.4578 -2.9486 -4.7842
H -0.4807 -2.8256 -6.2512
H -0.1462 -0.3222 -6.1206
H 1.8365 0.5123 -4.7981
H 1.7360 -0.9006 -3.8873
H 1.3632 1.8006 -2.9533
H 1.2080 0.2384 -2.0105
H -0.1542 1.2529 -2.0348
H 1.9739 -0.5595 -7.0949
H 0.9811 -1.6918 -7.6896
C -2.4983 2.7070 2.6298
C -1.5183 2.4147 1.5308
C -2.0319 1.2686 0.6651
O -1.1579 1.0659 -0.4283
C -1.5728 -0.1133 -1.1723
N -1.4395 3.7022 0.8164
H -2.6021 1.8269 3.2643
H -3.5049 2.9059 2.2620
H -2.2703 3.6056 3.2031
H -0.5846 2.1668 2.0357
H -2.9729 1.5282 0.1801
H -2.3263 0.3482 1.1693
H -2.5823 -0.0584 -1.5796
H -1.5075 -1.0046 -0.5481
H -0.8755 -0.2712 -1.9950
H -1.0617 3.5520 -0.1082
H -2.3860 3.9080 0.5305
C -0.6953 -1.8902 -2.8239
C -0.2839 -2.0503 -1.3848
C -0.3384 -3.4299 -0.8492
O -1.6660 -4.0261 -1.0172
C -1.8736 -5.1040 -0.1674
N 1.0614 -1.5035 -1.2806
H 0.0538 -2.2888 -3.5080
H -0.7467 -0.8308 -3.0753
H -1.6975 -2.2840 -2.9932
H -0.9628 -1.3893 -0.8461
H -0.1721 -3.4789 0.2269
H 0.4318 -4.0249 -1.3400
H -2.1637 -4.7421 0.8190
H -0.9942 -5.7442 -0.0976
H -2.7658 -5.6458 -0.4811
H 1.5268 -1.8761 -0.4653
H 1.6179 -1.9246 -2.0107
C 2.0035 1.3213 2.2200
C 1.5078 2.7605 2.2785
C 0.7794 3.0342 3.6158
O 0.1187 4.2948 3.4700
C -0.4126 4.7523 4.7562
N 2.5390 3.7776 1.9333
H 1.1961 0.6168 2.0203
H 2.3996 1.0500 3.1986
H 2.6384 1.0669 1.3712
H 0.8403 2.8996 1.4282
H 1.4757 3.0054 4.4538
H -0.0481 2.3254 3.6464
H 0.3882 4.6898 5.4930
H -1.2119 4.1240 5.1494
H -0.8121 5.7639 4.8269
H 2.5807 3.8130 0.9248
H 2.1866 4.6848 2.2031
```

As for the net charge: 0. The total energy is -1731.608263 hartree. As for the energy above the lowest of the compared OMol25 structures with the same formula, charge and spin: 538.5 kcal/mol. The calculation puts the orbital gap at 7.48 eV. As for the spin multiplicity: 1. Its strongest force on any atom is 10.4 eV/A.

Among the records above, which one has the highest strongest force on any atom? C19H62N4O10